Record 1
The following is a quantum chemistry calculation of an isolated ion of composition C10H19N2O2 and charge +1, from the Open Molecules 2025 dataset.

Relative energy (zero: lowest compared OMol25 entry of this formula, charge and spin), kcal/mol: 29.1
SMILES: CC(C)C[C@H](C)COn1cc[nH+]c1O
HOMO energy, eV: -13.54
LUMO energy, hartree: -0.1019
Orbital gap, eV: 10.8
Net charge: +1

Positions of all 33 atoms, in Å:
H -1.33 -1.81 -3.12
H 0.48 -2.87 -1.57
H 1.13 0.21 -1.37
H -0.84 -0.19 -2.52
H -0.95 1.87 3.02
C -0.74 2.77 -0.13
C 1.33 -0.84 -0.98
H -1.41 -0.77 -0.09
H 2.82 -0.48 0.59
C -1.08 -1.81 -0.38
H -3.24 3.16 2.09
H 0.95 -2.30 2.06
N -0.18 2.14 0.97
C -1.16 2.28 2.00
O 1.03 1.55 0.99
H -0.88 -2.48 0.52
H -2.63 3.74 -0.52
C 0.93 0.17 1.45
C -2.32 2.96 1.49
O -0.17 2.94 -1.36
H 1.42 0.14 2.48
H 1.55 -3.14 0.56
H -1.97 -2.29 -0.90
C 1.75 -2.27 1.25
H 2.74 -2.41 1.77
H -0.12 -0.21 1.58
C 0.14 -1.80 -1.38
C 1.75 -0.85 0.55
H 0.37 -1.13 -3.55
C -0.44 -1.22 -2.77
H 2.25 -1.18 -1.56
N -2.00 3.26 0.13
H 0.81 2.86 -1.30

Mulliken population analysis, charges in e, atoms 1 to 8:
1. H 0.3792
2. H 0.3067
3. H 0.0793
4. H 0.2275
5. H 0.4268
6. C 0.2083
7. C -0.8311
8. H 0.0563

=====

Record 2
The following is a quantum chemistry calculation of an isolated ion of composition C10H19N2O2 and charge +1, from the Open Molecules 2025 dataset.

Relative energy (zero: lowest compared OMol25 entry of this formula, charge and spin), kcal/mol: 111.9
HOMO energy, eV: -12.73
LUMO energy, hartree: -0.2037
Orbital gap, eV: 7.2
Net charge: +1

Positions of all 33 atoms, in Å:
C -1.31 0.30 1.36
H -0.97 0.08 -2.45
O 3.06 0.26 0.10
H 0.11 1.02 -1.28
H 1.21 -1.89 -2.47
H -0.64 -1.88 -1.22
C -1.24 -1.13 0.72
H -0.62 0.49 2.17
H -0.63 3.27 1.50
C -0.74 0.26 -1.34
C -1.69 1.41 0.55
C 1.26 -1.13 -0.45
H 2.56 1.80 0.98
H 1.33 -2.12 1.43
C 1.69 -2.32 0.47
H -2.94 0.27 -0.86
C -1.68 2.83 1.02
H -1.89 3.55 0.25
H -2.31 1.74 -1.56
H -0.67 -1.84 1.42
H -2.19 -1.64 0.52
C 1.90 -1.24 -1.91
H -2.23 0.18 2.12
O 1.66 1.90 1.27
C -0.40 -1.08 -0.60
H 1.97 -0.35 -2.58
H 2.77 -2.45 0.49
N 1.09 0.86 0.75
H 1.23 -3.39 0.08
N 1.82 0.03 0.14
C -2.01 0.95 -0.84
H -2.46 2.89 1.92
H 2.95 -1.61 -1.69

Mulliken population analysis, charges in e, atoms 1 to 8:
1. C -0.4328
2. H 0.3434
3. O -0.8873
4. H 0.4257
5. H 0.4095
6. H 0.8957
7. C -1.1561
8. H 0.4422

=====

Record 3
The following is a quantum chemistry calculation of a single C10H19N2P molecule, from the Open Molecules 2025 dataset.

Relative energy (zero: lowest compared OMol25 entry of this formula, charge and spin), kcal/mol: 53.2
SMILES: CNN=P1(C)C(C)=C(C)C(C)=C1C
HOMO energy (spin up / spin down), eV: -7.07 / -7.07
LUMO energy (spin up / spin down), hartree: 0.0227 / 0.0227
Orbital gap (spin up / spin down), eV: 7.7 / 7.7
Net charge: 0

Positions of all 32 atoms, in Å:
H -3.82 1.30 -0.10
H -0.20 -3.31 0.83
H 2.43 1.81 1.75
P -0.85 -0.55 -0.55
H -0.76 2.94 0.49
C -0.65 2.38 -0.44
H -4.63 0.88 1.44
C 1.56 -0.61 0.44
C -3.69 0.82 0.88
H -0.35 0.22 -3.07
H 1.81 2.86 0.47
C 0.56 -1.46 0.13
C -0.02 1.05 -0.19
H -1.64 2.24 -0.88
H 0.25 -3.31 -0.87
C 2.20 1.87 0.68
H 3.66 -0.66 0.13
C 1.21 0.81 0.30
H 3.19 -0.54 1.82
H 3.13 1.74 0.13
N -2.04 -0.91 0.63
H 3.03 -2.08 0.97
C 0.55 -2.95 0.12
H -2.92 1.36 1.43
C 2.94 -1.00 0.87
H -4.00 -1.19 0.41
H 1.09 -0.57 -2.35
H 1.51 -3.38 0.37
H -0.05 2.98 -1.12
C 0.03 -0.63 -2.51
N -3.28 -0.55 0.76
H -0.27 -1.56 -2.98

Mulliken population analysis, charges in e, atoms 1 to 8:
1. H 0.2575
2. H 0.2972
3. H 0.3359
4. P 0.6766
5. H 0.3717
6. C -1.7526
7. H 0.3196
8. C 0.7900

=====

Record 4
The following is a quantum chemistry calculation of C10H19NO4Rb as an isolated structure, from the Open Molecules 2025 dataset.

Relative energy (zero: lowest compared OMol25 entry of this formula, charge and spin), kcal/mol: 136.9
HOMO energy, eV: -2.12
LUMO energy, hartree: -0.0126
Orbital gap, eV: 1.8
Net charge: -1

Positions of all 35 atoms, in Å:
H 1.37 2.23 1.44
C 1.03 0.22 3.19
H 3.41 -0.79 2.10
H 1.86 0.60 3.79
H -1.55 -3.28 -0.36
O -2.24 6.84 -6.98
H -0.50 -2.11 -1.22
H 2.82 1.54 1.71
H 0.67 -3.81 1.33
O -3.70 6.94 -8.51
H -2.01 -1.65 2.25
H 1.93 -2.40 2.99
N 0.16 -0.53 0.93
C -1.04 -2.31 -0.30
C -1.12 -2.28 2.23
H 2.83 -1.11 0.51
C -3.40 6.53 -7.38
H 0.21 0.91 3.37
H 2.10 1.34 0.14
H -2.75 7.10 -8.50
H 0.74 -0.71 3.69
C 2.17 -2.40 1.92
H -1.53 -3.29 2.17
H -1.97 -1.74 -0.36
C 1.30 -0.03 1.72
C 2.50 -1.00 1.54
C -0.29 -1.94 0.99
O -0.93 0.49 0.72
H 1.32 -3.11 0.02
C 1.88 1.29 1.21
H -0.62 -2.11 3.18
C 0.99 -2.82 1.01
O -4.14 5.88 -6.65
H 3.14 -2.90 1.85
Rb -4.63 0.41 -5.75

Mulliken population analysis, charges in e, atoms 1 to 8:
1. H 0.3556
2. C -1.8237
3. H 0.4341
4. H 0.3764
5. H 0.3961
6. O -0.7844
7. H 0.4064
8. H 0.4116

=====

Record 5
The following is a quantum chemistry calculation of C10H19NOPbSi as an isolated structure, from the Open Molecules 2025 dataset.

Relative energy (zero: lowest compared OMol25 entry of this formula, charge and spin), kcal/mol: 167.0
HOMO energy (spin up / spin down), eV: -7.02 / -7.14
LUMO energy (spin up / spin down), hartree: -0.0880 / -0.0867
Orbital gap (spin up / spin down), eV: 4.6 / 4.8
Net charge: 0

Positions of all 33 atoms, in Å:
H -0.43 -1.76 3.28
C -1.22 -0.22 -4.09
C -1.11 2.19 2.34
H 3.75 2.13 -1.51
C 3.51 1.15 -1.98
H -1.33 2.60 3.35
C -1.67 -1.97 -2.65
H -1.57 -2.90 -2.08
Si -0.11 0.67 2.71
H -3.50 -1.04 -1.72
H 1.81 2.09 3.47
H 2.72 -0.04 0.11
C -2.68 -0.97 -2.45
H -2.97 1.04 -3.42
Pb 0.90 -0.20 -0.76
H -1.32 -0.69 4.48
C 3.15 0.22 -0.98
C -2.39 0.11 -3.32
H -0.50 2.94 1.78
H -2.04 2.03 1.77
H -0.75 0.39 -4.88
H 0.12 -2.02 -4.01
O 0.68 0.12 1.41
H 2.76 1.05 -2.86
C 1.28 1.22 3.89
N -0.01 -3.09 -1.29
H 0.67 -2.84 -0.47
H -2.01 -1.04 2.83
H 2.01 0.42 4.04
C -0.79 -1.51 -3.67
H 3.22 -0.77 -1.59
H 0.87 1.52 4.87
C -1.07 -0.84 3.39

Mulliken population analysis, charges in e, atoms 1 to 8:
1. H 0.2528
2. C -0.4416
3. C -0.9372
4. H 0.2918
5. C -0.5167
6. H 0.2845
7. C -0.3466
8. H 0.4217

=====

Record 6
The following is a quantum chemistry calculation of an isolated ion of composition C10H19NP and charge +1, from the Open Molecules 2025 dataset.

Relative energy (zero: lowest compared OMol25 entry of this formula, charge and spin), kcal/mol: 79.3
HOMO energy (spin up / spin down), eV: -11.67 / -11.67
LUMO energy (spin up / spin down), hartree: -0.1693 / -0.1693
Orbital gap (spin up / spin down), eV: 7.1 / 7.1
Net charge: +1

Positions of all 31 atoms, in Å:
C 3.32 -0.27 0.49
H 0.97 -2.09 -0.23
H -1.33 1.58 -0.73
H -0.04 1.53 1.77
C -1.55 1.01 0.13
C -1.29 -2.68 -1.25
H -1.04 -3.28 -0.44
C -2.70 1.63 0.94
C -0.81 -0.64 1.29
C -1.03 -1.21 -1.24
C -0.41 0.79 1.05
C 1.28 0.31 -0.57
N 2.56 0.55 -0.10
H 0.89 1.14 -1.15
H -1.31 -0.68 2.15
H -3.00 1.21 1.85
H 4.26 0.20 1.01
H 3.61 2.17 0.74
H -1.45 -0.75 -2.18
H -2.73 -1.03 0.01
H 3.46 2.00 -1.15
C 2.94 1.95 -0.14
C -1.69 -0.56 -0.02
H 3.11 -1.36 0.47
H -0.81 -3.00 -2.13
H 2.11 2.58 -0.40
P 0.80 -1.27 -1.33
H -3.49 1.77 0.21
H -2.35 2.59 1.22
H -2.29 -2.73 -1.50
H 0.01 -1.47 1.22

Mulliken population analysis, charges in e, atoms 1 to 8:
1. C -0.1266
2. H -0.0804
3. H 0.5219
4. H 0.4323
5. C 0.0255
6. C -1.9949
7. H 0.4188
8. C -1.7486

=====

Record 7
The following is a quantum chemistry calculation of a 2-piece molecular cluster, C10H19P overall, from the Open Molecules 2025 dataset.

Relative energy (zero: lowest compared OMol25 entry of this formula, charge and spin), kcal/mol: 59.3
SMILES: C=CC/C=P/C(C)(C)C.C=C
HOMO energy, eV: -9.07
LUMO energy, hartree: 0.0274
Orbital gap, eV: 9.8
Net charge: 0

Positions of all 30 atoms, in Å:
C -1.91 3.50 -1.13
H -2.77 -1.17 -0.16
H -2.77 3.22 -1.60
H -4.02 -2.76 2.77
C 1.77 0.02 -0.20
C 2.36 -1.24 0.44
H -1.98 3.43 -0.01
H -2.13 -2.67 -0.80
H 1.63 2.26 0.39
C -0.70 3.73 -1.55
H -0.01 -2.22 0.59
C 2.39 0.25 -1.58
C -2.03 -2.01 0.03
H -0.55 3.95 -2.60
H -4.27 -1.34 1.67
H 1.74 -1.36 1.48
H 2.17 -0.71 -2.11
C -0.60 -1.51 0.16
H 3.50 0.24 -1.63
C -3.63 -2.29 1.99
P -0.06 -0.13 -0.49
H -2.02 -3.50 1.97
H 1.94 1.11 -2.16
H 2.98 1.39 1.06
C -2.55 -2.73 1.38
H 0.16 3.77 -0.93
H 2.04 -1.99 -0.25
H 3.47 -1.25 0.66
C 1.97 1.27 0.71
H 1.32 0.94 1.48

Mulliken population analysis, charges in e, atoms 1 to 8:
1. C -0.5190
2. H 0.3320
3. H 0.3101
4. H 0.3528
5. C 1.3811
6. C -1.5496
7. H 0.1598
8. H 0.3424

=====

Record 8
The following is a quantum chemistry calculation of a 2-piece molecular cluster, C10H20 overall, from the Open Molecules 2025 dataset.

Relative energy (zero: lowest compared OMol25 entry of this formula, charge and spin), kcal/mol: 85.5
SMILES: C1CCCC1.C1CCCC1
HOMO energy, eV: -9.97
LUMO energy, hartree: 0.0268
Orbital gap, eV: 10.7
Net charge: 0

Positions of all 30 atoms, in Å:
C -1.11 1.53 -3.16
H 1.61 -1.14 2.10
C -0.08 3.33 -1.63
H -1.69 0.83 -2.54
H -0.23 -4.39 1.76
H -1.96 2.51 -1.23
C -1.39 2.74 -2.16
H 0.31 2.66 -0.80
H -0.04 4.42 -1.22
H 0.64 3.38 -3.66
C 0.86 2.90 -2.85
H 1.08 -3.60 3.66
C 1.27 -3.14 2.65
H 2.19 -3.47 2.20
H -1.55 -1.95 1.68
H 0.86 1.14 -4.06
H -0.27 -1.11 4.12
C 1.23 -1.75 2.84
H 0.93 0.84 -2.34
H -1.90 3.62 -2.68
H -1.75 1.60 -4.05
H -1.75 -2.77 3.24
H 1.93 3.22 -2.72
C 0.03 -3.39 1.85
H 1.74 -1.50 3.79
C 0.46 1.40 -3.10
H -0.42 -0.35 2.85
C -0.98 -2.44 2.41
C -0.26 -1.33 2.98
H 0.17 -3.04 0.87

Mulliken population analysis, charges in e, atoms 1 to 8:
1. C -0.4647
2. H 0.3517
3. C -0.5076
4. H 0.2345
5. H 0.4337
6. H 0.3474
7. C -0.5424
8. H 0.1767